# 1
ORCA calculation (the ωB97M-V functional and the def2-TZVPD basis) on a 16-piece molecular cluster, C90H201BCl3F4N11O2 overall at a distorted geometry.

Summary:
HOMO level (eV): -16.422
HOMO-LUMO gap (hartree): 0.2978
Largest force on an atom (eV/Å): 4.3
LUMO (eV): -8.3197

```
! wB97M-V def2-TZVPD RIJCOSX def2/J DEFGRID3
* xyz 6 1
C 6.607 5.326 -3.305
C 5.218 5.219 -2.602
C 5.218 5.923 -1.278
N 3.837 5.941 -0.611
C 2.740 6.550 -1.446
C 3.843 6.789 0.639
C 2.617 6.322 1.482
C 2.181 5.007 0.863
C 3.365 4.639 -0.096
H 6.722 6.367 -3.733
H 6.629 4.687 -4.238
H 7.396 5.140 -2.619
H 5.062 4.139 -2.454
H 4.427 5.596 -3.232
H 5.538 6.990 -1.375
H 5.997 5.500 -0.642
H 3.105 7.464 -1.886
H 1.828 6.652 -0.879
H 2.576 5.930 -2.277
H 3.832 7.817 0.372
H 4.805 6.549 1.174
H 1.860 7.080 1.453
H 2.922 6.267 2.499
H 1.321 5.153 0.219
H 1.969 4.154 1.561
H 3.071 3.957 -0.898
H 4.187 4.170 0.480
C 2.611 -10.149 -2.675
C 2.749 -8.940 -1.702
C 1.690 -7.880 -1.708
N 1.852 -6.751 -0.733
C 0.559 -5.937 -0.740
C 3.086 -5.838 -0.916
C 3.702 -5.692 0.481
C 3.538 -7.090 1.128
C 2.058 -7.365 0.767
H 1.766 -10.746 -2.433
H 3.517 -10.808 -2.748
H 2.381 -9.688 -3.635
H 3.690 -8.410 -1.859
H 2.933 -9.321 -0.702
H 0.764 -8.373 -1.523
H 1.673 -7.309 -2.649
H -0.172 -6.545 -0.292
H 0.361 -5.603 -1.760
H 0.624 -5.093 -0.066
H 2.657 -4.975 -1.398
H 3.859 -6.355 -1.571
H 3.109 -4.928 1.064
H 4.664 -5.308 0.496
H 3.612 -7.043 2.197
H 4.210 -7.796 0.681
H 1.368 -6.766 1.352
H 1.725 -8.403 0.707
C -3.142 -4.451 -0.660
C -4.097 -3.361 -0.274
C -4.360 -2.370 -1.413
N -5.561 -1.428 -1.276
C -5.645 -0.715 0.016
C -6.926 -2.196 -1.523
C -7.196 -2.054 -3.058
C -6.054 -1.180 -3.635
C -5.541 -0.496 -2.401
H -3.665 -5.139 -1.328
H -2.757 -4.965 0.247
H -2.312 -4.071 -1.179
H -3.789 -2.814 0.624
H -5.111 -3.762 -0.037
H -4.529 -2.905 -2.385
H -3.466 -1.711 -1.571
H -4.774 -0.038 0.159
H -5.711 -1.537 0.724
H -6.611 -0.180 0.074
H -7.562 -1.647 -0.862
H -6.834 -3.218 -1.095
H -8.098 -1.479 -3.157
H -7.366 -3.002 -3.592
H -6.545 -0.399 -4.213
H -5.325 -1.774 -4.165
H -6.226 0.327 -2.150
H -4.559 -0.088 -2.541
C -3.997 -4.113 4.901
C -3.421 -5.499 5.114
C -4.368 -6.689 5.677
N -3.622 -7.906 6.221
C -2.881 -7.509 7.424
C -2.665 -8.651 5.207
C -2.869 -10.144 5.504
C -3.715 -10.242 6.764
C -4.556 -8.997 6.670
H -4.982 -4.126 4.421
H -3.324 -3.546 4.282
H -3.966 -3.697 5.886
H -2.562 -5.507 5.816
H -2.921 -5.775 4.206
H -5.021 -6.990 4.883
H -4.997 -6.388 6.514
H -1.997 -6.904 7.203
H -2.598 -8.322 7.966
H -3.570 -6.902 8.067
H -1.703 -8.209 5.424
H -2.990 -8.349 4.223
H -1.858 -10.633 5.647
H -3.415 -10.590 4.697
H -3.103 -10.345 7.622
H -4.280 -11.163 6.734
H -4.952 -8.504 7.598
H -5.428 -9.128 5.973
C 4.076 -3.814 -9.695
C 3.385 -5.178 -9.737
C 2.873 -5.606 -8.356
N 2.399 -7.000 -8.229
C 1.260 -7.253 -9.150
C 1.978 -7.151 -6.730
C 2.965 -8.041 -6.081
C 4.161 -8.205 -7.025
C 3.553 -7.995 -8.437
H 3.352 -3.049 -9.502
H 4.580 -3.644 -10.672
H 4.841 -3.768 -8.917
H 4.092 -5.945 -10.077
H 2.589 -5.165 -10.487
H 2.043 -4.899 -8.077
H 3.570 -5.502 -7.539
H 0.748 -8.184 -8.878
H 1.682 -7.264 -10.124
H 0.621 -6.373 -9.049
H 0.886 -7.420 -6.795
H 1.992 -6.136 -6.266
H 2.551 -9.036 -5.968
H 3.169 -7.600 -5.094
H 4.502 -9.200 -6.877
H 4.994 -7.549 -6.820
H 3.142 -8.920 -8.813
H 4.279 -7.543 -9.124
C 2.711 2.795 7.955
C 3.169 4.110 7.431
C 2.555 5.132 8.345
N 2.971 6.581 8.119
C 4.293 6.834 8.718
C 2.005 7.566 8.705
C 2.216 8.906 7.991
C 2.852 8.522 6.657
C 2.894 6.961 6.658
H 1.585 2.741 7.931
H 3.130 2.687 8.965
H 3.062 1.944 7.351
H 2.939 4.280 6.370
H 4.255 4.089 7.522
H 2.740 4.916 9.421
H 1.437 5.115 8.295
H 5.088 6.204 8.288
H 4.181 6.550 9.781
H 4.564 7.900 8.676
H 2.116 7.684 9.772
H 1.002 7.206 8.482
H 2.937 9.570 8.465
H 1.248 9.424 7.935
H 3.924 8.846 6.640
H 2.287 8.851 5.762
H 3.881 6.677 6.178
H 2.127 6.470 6.173
C -1.702 9.499 5.327
C -2.229 8.460 4.288
C -1.649 8.620 2.904
N -2.463 7.965 1.756
C -3.683 8.826 1.604
C -2.775 6.443 2.026
C -2.916 5.944 0.613
C -1.764 6.602 -0.196
C -1.651 7.959 0.447
H -2.247 9.500 6.307
H -1.794 10.486 4.896
H -0.629 9.336 5.435
H -3.340 8.374 4.381
H -1.876 7.529 4.665
H -0.702 8.055 2.999
H -1.590 9.709 2.605
H -4.389 8.311 0.912
H -3.379 9.836 1.189
H -4.127 8.972 2.565
H -3.670 6.533 2.616
H -1.936 6.023 2.591
H -3.801 6.354 0.184
H -2.893 4.872 0.575
H -1.992 6.692 -1.286
H -0.869 5.988 -0.035
H -2.175 8.758 -0.169
H -0.635 8.213 0.627
C 3.320 4.922 -7.708
C 4.175 3.786 -7.061
C 3.319 2.593 -6.698
N 3.970 1.377 -6.057
C 4.844 0.837 -7.132
C 2.910 0.331 -5.580
C 3.748 -0.509 -4.601
C 4.601 0.554 -3.880
C 4.620 1.793 -4.810
H 2.556 5.322 -7.036
H 2.828 4.517 -8.642
H 4.061 5.672 -7.835
H 4.562 4.103 -6.097
H 5.080 3.382 -7.664
H 2.736 2.150 -7.538
H 2.581 2.881 -5.930
H 5.457 -0.007 -6.868
H 5.558 1.519 -7.562
H 4.186 0.502 -7.939
H 2.512 -0.209 -6.424
H 2.183 0.914 -5.039
H 4.351 -1.251 -5.179
H 3.029 -1.061 -4.052
H 5.617 0.159 -3.704
H 4.147 0.875 -2.889
H 5.635 2.078 -5.101
H 4.082 2.696 -4.449
C -1.381 -0.805 -4.669
C -2.057 0.495 -4.235
C -1.154 1.698 -4.657
N -1.827 3.032 -4.394
C -2.042 3.205 -2.922
C -3.164 3.190 -5.090
C -3.312 4.689 -5.216
C -1.904 5.312 -5.091
C -0.925 4.140 -5.082
H -1.336 -0.904 -5.753
H -1.938 -1.733 -4.313
H -0.348 -0.864 -4.284
H -2.163 0.499 -3.163
H -3.095 0.497 -4.634
H -1.114 1.622 -5.746
H -0.137 1.719 -4.213
H -1.174 2.823 -2.424
H -2.872 2.585 -2.721
H -2.238 4.264 -2.741
H -3.932 2.749 -4.489
H -3.017 2.706 -6.059
H -3.955 4.974 -4.338
H -3.946 4.955 -6.102
H -1.916 5.879 -4.173
H -1.573 5.929 -5.941
H 0.054 4.142 -4.567
H -0.831 3.752 -6.060
C 3.660 -2.267 -1.260
C 2.678 -1.168 -0.725
C 1.402 -1.817 -0.324
N 0.402 -0.759 0.086
C -0.232 -0.294 -1.193
C 0.799 0.389 0.961
C -0.273 0.523 2.047
C -0.720 -0.922 2.265
C -0.813 -1.462 0.823
H 3.937 -2.879 -0.360
H 4.628 -1.825 -1.515
H 3.153 -2.784 -2.055
H 2.435 -0.523 -1.632
H 3.117 -0.573 0.047
H 1.602 -2.428 0.574
H 0.940 -2.369 -1.149
H -0.625 -1.142 -1.735
H 0.557 0.153 -1.800
H -0.988 0.415 -0.946
H 0.895 1.275 0.383
H 1.725 0.199 1.523
H -1.100 1.160 1.680
H 0.151 0.971 2.971
H -1.733 -0.981 2.808
H -0.030 -1.472 2.891
H -1.707 -1.148 0.309
H -0.632 -2.517 0.755
C -6.326 0.122 7.155
C -5.438 0.321 5.943
C -4.949 1.754 5.931
N -3.941 1.988 4.735
C -4.493 1.482 3.428
C -2.557 1.362 5.035
C -1.922 2.418 6.007
C -2.625 3.735 5.749
C -3.629 3.488 4.643
H -7.263 0.652 7.042
H -5.704 0.341 8.077
H -6.660 -0.919 7.276
H -5.982 0.067 5.036
H -4.652 -0.416 6.097
H -4.483 2.020 6.876
H -5.792 2.480 5.773
H -5.494 1.891 3.228
H -4.459 0.401 3.500
H -3.762 1.737 2.668
H -2.078 1.289 4.011
H -2.699 0.415 5.473
H -0.857 2.421 5.768
H -1.957 2.075 7.045
H -1.962 4.533 5.336
H -3.147 4.072 6.683
H -3.159 3.551 3.648
H -4.572 4.064 4.641
Cl -3.026 1.607 -0.006
Cl 0.199 5.511 3.865
Cl 1.842 2.641 -3.189
B 0.832 -3.865 -3.822
F -0.073 -3.702 -2.813
F 1.682 -4.956 -3.499
F 0.209 -4.114 -4.993
F 1.539 -2.682 -3.810
C 0.387 -4.949 4.323
C -0.105 -4.686 2.889
O -1.139 -5.300 2.484
O 0.549 -3.883 2.185
H 0.761 -3.986 4.633
H 1.238 -5.636 4.385
H -0.439 -5.295 4.891
*
```


# 2
ORCA calculation (the ωB97M-V functional and the def2-TZVPD basis) on C8H19N5OS as an isolated structure at a distorted geometry.

Summary:
HOMO level (alpha / beta) (eV): -14.242 / -14.170
HOMO-LUMO gap (alpha / beta) (hartree): 0.2859 / 0.2860
Largest force on an atom (eV/Å): 5.0
LUMO (alpha / beta) (eV): -6.4619 / -6.3891

```
! wB97M-V def2-TZVPD RIJCOSX def2/J DEFGRID3
* xyz 2 1
C 1.344 0.963 0.109
C -4.215 -0.194 -0.560
C -5.235 -0.597 -1.527
C 4.894 -0.420 0.377
C 3.096 -0.735 -1.212
C 2.589 0.736 0.745
C -3.290 -1.342 0.004
C -1.166 0.968 0.176
N -1.083 -0.956 1.818
N 0.170 -0.665 1.266
N -1.339 2.332 0.277
N 0.201 0.412 0.534
N 3.649 0.278 -0.283
O -3.902 0.855 -0.030
S -2.445 -0.113 1.268
H 1.163 1.554 -0.865
H -6.141 -0.663 -0.888
H -5.325 0.255 -2.204
H -5.114 -1.517 -2.095
H 4.506 -1.423 0.580
H 5.732 -0.285 -0.314
H 5.187 -0.003 1.418
H 2.849 -1.502 -0.537
H 2.313 -0.193 -1.671
H 3.909 -1.155 -1.834
H 3.060 1.545 1.249
H 2.433 0.005 1.514
H -2.412 -1.581 -0.535
H -3.667 -2.061 0.726
H -1.348 0.747 -0.871
H -1.010 -1.349 2.737
H -2.329 2.533 0.136
H -1.121 2.568 1.326
H 4.046 1.004 -0.835
*
```


# 3
ORCA calculation (the ωB97M-V functional and the def2-TZVPD basis) on C3H6O2 as an isolated structure at a distorted geometry.

Summary:
HOMO level (eV): -8.550
HOMO-LUMO gap (hartree): 0.3212
Largest force on an atom (eV/Å): 2.7
LUMO (eV): 0.1903
Energy above the lowest of the compared OMol25 structures with the same formula, charge and spin (kcal per mole): 123.1

```
! wB97M-V def2-TZVPD RIJCOSX def2/J DEFGRID3
* xyz 0 1
C -0.355 0.317 -0.227
C 0.351 0.230 1.121
C -0.960 -0.788 -0.790
O 1.111 0.279 -1.423
O -1.249 -1.737 -1.368
H 1.872 -0.242 -1.134
H -0.606 1.264 -0.687
H -1.787 0.039 0.213
H 0.788 -0.758 1.253
H -0.325 0.441 1.949
H 1.160 0.955 1.092
*
```


# 4
ORCA calculation (the ωB97M-V functional and the def2-TZVPD basis) on a 11-piece molecular cluster, C33H88O11 overall at a distorted geometry.

Summary:
SMILES string: CC(C)O.CC(C)O.CC(C)O.CC(C)O.CC(C)O.CC(C)O.CC(C)O.CC(C)O.CC(C)O.CC(C)O.CC(C)O
HOMO level (eV): -9.015
HOMO-LUMO gap (hartree): 0.3418
Largest force on an atom (eV/Å): 3.3
LUMO (eV): 0.2841
Energy above the lowest of the compared OMol25 structures with the same formula, charge and spin (kcal per mole): 109.4

```
! wB97M-V def2-TZVPD RIJCOSX def2/J DEFGRID3
* xyz 0 1
C 4.984 -6.929 -6.551
C 4.299 -6.932 -7.916
C 2.757 -6.891 -7.913
O 4.867 -5.837 -8.502
H 4.713 -7.902 -6.140
H 4.679 -6.177 -5.823
H 6.071 -6.997 -6.590
H 4.727 -7.806 -8.408
H 2.327 -6.665 -8.889
H 2.454 -6.127 -7.198
H 2.323 -7.855 -7.646
H 5.725 -6.153 -8.795
C -3.221 -10.040 -5.352
C -2.811 -9.352 -6.634
C -4.017 -8.522 -7.169
O -1.733 -8.491 -6.474
H -3.142 -9.392 -4.480
H -2.696 -10.962 -5.101
H -4.258 -10.373 -5.337
H -2.544 -10.233 -7.217
H -4.280 -7.761 -6.434
H -4.826 -9.166 -7.514
H -3.746 -7.893 -8.017
H -1.217 -8.421 -7.280
C -6.813 -5.534 -7.782
C -6.103 -4.628 -6.784
C -5.727 -3.193 -7.241
O -6.970 -4.295 -5.755
H -7.152 -6.477 -7.352
H -6.099 -5.733 -8.581
H -7.730 -5.129 -8.209
H -5.216 -5.133 -6.400
H -4.892 -3.362 -7.921
H -5.400 -2.534 -6.437
H -6.557 -2.721 -7.767
H -7.571 -3.670 -6.168
C -1.637 -5.383 -7.731
C -2.255 -5.252 -9.142
C -1.518 -4.250 -10.077
O -2.099 -6.559 -9.763
H -1.336 -4.485 -7.191
H -0.745 -6.007 -7.774
H -2.348 -5.867 -7.062
H -3.303 -4.965 -9.223
H -2.118 -3.769 -10.851
H -0.592 -4.615 -10.519
H -1.093 -3.446 -9.476
H -2.761 -6.597 -10.457
C -2.678 -7.983 -13.435
C -4.043 -7.664 -12.901
C -4.727 -8.903 -12.344
O -3.984 -6.676 -11.959
H -2.687 -8.767 -14.192
H -1.832 -8.019 -12.749
H -2.417 -7.109 -14.032
H -4.534 -7.212 -13.763
H -4.350 -9.155 -11.353
H -4.719 -9.744 -13.037
H -5.797 -8.730 -12.225
H -4.899 -6.471 -11.753
C -8.246 -4.365 -11.258
C -7.338 -5.279 -12.150
C -6.213 -4.530 -12.867
O -6.760 -6.198 -11.336
H -7.700 -3.917 -10.428
H -9.129 -4.882 -10.884
H -8.657 -3.614 -11.934
H -7.990 -5.842 -12.819
H -6.586 -3.827 -13.612
H -5.548 -5.187 -13.428
H -5.663 -3.885 -12.182
H -7.478 -6.787 -11.090
C -3.186 -1.223 -14.185
C -2.770 -0.927 -15.564
C -2.555 -2.116 -16.505
O -3.639 -0.076 -16.228
H -2.315 -1.699 -13.736
H -4.026 -1.916 -14.129
H -3.300 -0.260 -13.688
H -1.805 -0.442 -15.415
H -1.673 -2.643 -16.140
H -2.330 -1.756 -17.509
H -3.382 -2.816 -16.621
H -3.352 0.839 -16.280
C 0.862 -7.368 -4.733
C -0.051 -7.806 -3.562
C -1.233 -6.929 -3.338
O -0.532 -9.005 -3.981
H 1.373 -8.202 -5.214
H 1.535 -6.574 -4.410
H 0.286 -6.910 -5.537
H 0.470 -7.922 -2.612
H -0.863 -5.913 -3.201
H -1.764 -7.016 -2.390
H -1.883 -6.852 -4.210
H -0.847 -8.761 -4.854
C 1.345 -1.061 -5.579
C 2.111 -1.408 -6.843
C 1.251 -1.336 -8.089
O 3.160 -0.409 -6.986
H 1.112 0.002 -5.532
H 1.936 -1.312 -4.698
H 0.387 -1.530 -5.353
H 2.514 -2.416 -6.740
H 0.481 -2.105 -8.154
H 1.929 -1.517 -8.922
H 0.871 -0.324 -8.225
H 3.792 -0.464 -6.265
C 4.144 -3.281 -10.400
C 4.727 -4.135 -11.595
C 4.223 -3.730 -13.035
O 6.131 -4.099 -11.512
H 3.072 -3.443 -10.294
H 4.404 -2.229 -10.517
H 4.691 -3.569 -9.502
H 4.346 -5.121 -11.328
H 4.640 -4.510 -13.672
H 4.680 -2.826 -13.437
H 3.134 -3.699 -13.075
H 6.457 -3.288 -11.910
C -0.960 -9.954 -10.416
C 0.292 -9.235 -9.836
C 1.006 -8.535 -11.009
O -0.098 -8.275 -8.867
H -1.804 -9.272 -10.523
H -1.140 -10.772 -9.719
H -0.767 -10.422 -11.381
H 0.994 -10.015 -9.541
H 0.253 -8.075 -11.649
H 1.516 -9.219 -11.688
H 1.745 -7.828 -10.632
H -0.574 -7.575 -9.319
*
```


- The highest largest force on an atom belongs to which entry?
  C8H19N5OS